# 1
{"formula": "C33H47FN2O18", "method": "wB97M-V/def2-TZVPD", "elements": ["O", "H", "H", "H", "C", "C", "C", "O", "C", "C", "C", "O", "O", "O", "H", "H", "C", "C", "C", "O", "C", "C", "C", "O", "O", "O", "H", "H", "F", "C", "O", "C", "C", "N", "C", "C", "O", "C", "H", "H", "H", "H", "H", "H", "H", "H", "H", "H", "H", "H", "H", "H", "H", "C", "O", "C", "C", "N", "C", "C", "O", "C", "H", "H", "H", "H", "H", "H", "H", "H", "H", "H", "H", "H", "H", "H", "H", "C", "C", "C", "C", "C", "C", "O", "O", "H", "H", "H", "H", "H", "H", "C", "C", "O", "C", "O", "O", "H", "H", "H", "H"], "coordinates": [[-0.74745, -0.82381, 0.11465], [-0.24653, -0.04246, -0.13067], [-1.45180, -0.38463, 0.59695], [-1.06692, -1.22821, -0.69528], [-1.00423, -4.58701, -3.18428], [-2.02536, -4.89252, -2.36396], [-2.76525, -3.88714, -1.45578], [-3.65283, -4.28775, -0.58132], [-2.71103, -2.56068, -1.62502], [-1.69675, -2.05135, -2.62208], [-0.72194, -3.13497, -3.37898], [0.32281, -2.68949, -3.91305], [-1.42466, -0.90330, -2.86226], [-2.19835, -6.20868, -2.30360], [-0.43044, -5.24127, -3.82389], [-3.22236, -1.80982, -1.04094], [0.05616, 2.27917, -3.15423], [-0.59774, 2.90704, -4.16749], [-1.94098, 3.56263, -3.95517], [-2.43218, 4.34300, -4.81872], [-2.67301, 3.30001, -2.82406], [-2.15515, 2.47861, -1.83305], [-0.61708, 2.10789, -1.89033], [-0.09280, 1.44924, -0.95773], [-2.75625, 2.28471, -0.74769], [-0.13532, 2.73622, -5.34767], [1.01971, 1.81763, -3.31225], [-3.63738, 3.77877, -2.73934], [-3.04495, -0.19736, 1.30474], [1.00581, -0.21361, -7.79598], [1.76253, 0.73199, -7.10266], [2.97121, 0.19466, -6.43884], [3.16117, 0.49931, -4.92553], [2.47429, -0.52677, -4.12845], [2.61777, -0.39784, -2.68225], [2.63843, -1.78441, -2.02213], [1.82931, -1.68106, -0.83396], [2.15259, -2.68551, 0.14959], [1.54195, -0.46977, -8.70978], [0.16534, 0.27271, -8.29116], [0.84244, -1.13491, -7.23685], [3.80175, 0.63893, -6.98740], [3.26816, -0.84061, -6.60656], [2.69983, 1.41920, -4.56627], [4.24343, 0.51804, -4.79721], [2.71406, -1.46883, -4.40254], [1.78767, 0.13082, -2.21369], [3.48426, 0.20800, -2.41724], [3.66677, -1.99536, -1.72866], [2.44118, -2.65696, -2.64491], [1.98575, -3.67201, -0.28294], [1.55085, -2.72259, 1.05768], [3.18856, -2.83592, 0.45330], [-5.00862, 0.75379, 4.22730], [-4.16617, 1.66489, 3.64677], [-3.48851, 2.32080, 4.56759], [-3.00724, 3.63445, 3.90010], [-2.31050, 3.43834, 2.59103], [-1.13851, 2.55166, 2.63670], [0.15668, 3.28185, 3.21444], [0.38601, 4.62589, 2.80022], [1.27881, 5.51601, 3.42907], [-5.70394, 1.14184, 4.97165], [-4.53868, -0.15918, 4.59302], [-5.69593, 0.47668, 3.42798], [-2.68212, 1.67421, 4.91366], [-4.05932, 2.66691, 5.42926], [-2.52462, 4.08691, 4.76639], [-3.90533, 4.21749, 3.69618], [-2.01209, 4.40322, 2.58327], [-0.94492, 2.17343, 1.63293], [-1.20271, 1.55193, 3.06626], [0.99126, 2.79558, 2.70935], [0.21745, 3.29327, 4.30268], [0.72701, 6.33115, 3.89723], [1.91692, 5.96230, 2.66635], [1.75301, 4.92703, 4.21415], [0.53347, -3.25013, 5.29056], [-0.38533, -2.21257, 5.19055], [-1.16980, -2.08405, 4.04489], [-1.04936, -2.97640, 3.04990], [-0.06639, -3.97394, 2.92303], [0.73659, -4.06406, 4.06110], [1.82870, -4.89970, 3.94194], [-2.09264, -1.10826, 3.86458], [1.31948, -3.27314, 6.03087], [-0.42362, -1.48956, 5.99192], [-1.76532, -2.90864, 2.24417], [0.01522, -4.67008, 2.10137], [1.87987, -5.28238, 3.06300], [-2.52274, -0.96693, 3.01803], [2.74196, -0.08298, 2.21544], [2.84660, 0.66399, 0.92285], [4.24501, 0.69695, 0.86775], [4.86045, -0.10610, 1.66457], [6.12233, -0.16205, 1.81547], [4.03503, -0.69409, 2.46648], [1.87545, -0.73704, 2.11805], [2.59311, 0.70345, 2.95535], [2.43439, 1.65013, 1.13664], [2.42447, 0.25549, 0.00468]], "mulliken_charge": [1.887, -0.224, 0.191, -0.274, -0.775, 0.229, 0.393, -0.858, -0.652, 0.080, 0.530, -0.668, -0.512, -0.859, 0.324, 0.697, -0.314, 0.760, 0.135, -0.846, -0.731, 0.543, 0.057, -0.254, -0.699, -0.750, -0.531, 0.355, -1.090, -0.741, -0.254, -1.031, -0.239, 0.131, 0.952, -1.260, 0.203, -1.103, 0.314, 0.268, 0.263, 0.444, 0.426, 0.324, 0.255, 0.199, -1.176, 0.108, 0.530, 0.573, 0.430, 0.023, 0.436, -0.972, -0.108, -0.634, -0.776, -0.263, 1.397, -0.320, -0.355, -0.814, 0.440, 0.241, 0.296, 0.251, 0.503, 0.357, 0.339, 0.295, -0.744, -0.437, 0.078, 0.449, 0.235, 0.213, 0.345, -0.888, -0.404, 0.028, -0.209, -0.903, 1.052, -0.633, -0.342, 0.327, 0.372, 0.579, 0.475, 0.328, 0.130, -0.246, 1.079, -0.396, 0.616, -0.743, -0.364, 0.123, 0.300, 0.311, -0.829], "energy_ev": -77519.11353, "total_charge": -4}

# 2
{"formula": "C33H47N10O2S2SiSr", "method": "wB97M-V/def2-TZVPD", "elements": ["Sr", "C", "C", "N", "N", "C", "O", "C", "C", "C", "C", "C", "C", "C", "C", "C", "C", "C", "N", "H", "H", "H", "H", "H", "H", "H", "H", "H", "H", "H", "H", "O", "N", "C", "C", "C", "C", "C", "S", "H", "H", "H", "H", "C", "N", "C", "C", "N", "C", "S", "H", "H", "H", "H", "H", "H", "H", "H", "C", "N", "C", "N", "C", "N", "C", "N", "C", "C", "H", "H", "H", "H", "H", "H", "H", "H", "H", "H", "H", "H", "C", "Si", "C", "C", "C", "H", "H", "H", "H", "H", "H", "H", "H", "H", "H", "H"], "coordinates": [[1.44525, -0.79801, -0.25177], [1.00640, 3.83319, 0.51072], [0.94281, 2.49023, -0.22369], [1.28069, 1.39509, 0.66556], [0.51018, 1.34589, 1.78237], [0.53566, 0.22323, 2.44383], [1.18219, -0.89205, 2.09186], [-0.29299, 0.14802, 3.66047], [-0.36915, -1.05182, 4.37954], [-1.16979, -1.16051, 5.50972], [-1.91978, -0.08221, 5.95282], [-1.85201, 1.11853, 5.24469], [-1.05341, 1.23570, 4.12514], [1.95523, 2.38032, -1.38432], [2.08856, 3.40984, -2.26933], [2.94880, 3.32581, -3.40707], [3.63087, 2.09641, -3.52192], [3.46581, 1.11172, -2.59014], [2.65754, 1.18173, -1.46865], [0.43013, 3.75446, 1.43392], [0.61010, 4.66244, -0.07817], [2.04395, 4.06566, 0.76286], [0.21043, -1.89237, 4.02060], [-1.20990, -2.10547, 6.04203], [-2.55093, -0.16811, 6.82988], [-2.43342, 1.97493, 5.57058], [-0.99605, 2.16146, 3.56820], [1.51111, 4.31267, -2.09691], [3.04397, 4.12509, -4.12787], [4.29521, 1.89534, -4.35775], [4.00269, 0.17237, -2.70898], [1.03595, -1.90100, -2.19879], [0.47442, -2.79023, -2.98434], [0.69347, -4.09476, -2.68892], [0.12223, -5.12029, -3.38804], [-0.72426, -4.77599, -4.45713], [-0.93751, -3.46022, -4.74911], [-0.35477, -2.38212, -4.01265], [-0.66768, -0.77080, -4.31743], [1.36929, -4.23038, -1.85697], [0.33055, -6.14189, -3.10751], [-1.20744, -5.54671, -5.04581], [-1.58808, -3.15874, -5.55800], [3.65138, -1.51471, 4.06128], [4.30474, -0.78276, 3.00133], [4.00749, 0.64555, 2.85348], [4.37250, 0.95579, 1.38963], [4.84809, -0.34919, 0.90594], [4.62639, -1.32789, 1.81998], [4.76175, -2.97330, 1.44514], [2.57309, -1.35425, 3.98080], [4.01879, -1.16876, 5.03075], [3.87113, -2.57320, 3.94294], [4.59180, 1.23037, 3.57021], [2.94370, 0.80832, 3.03779], [5.15187, 1.71188, 1.29096], [3.46425, 1.26873, 0.86672], [4.70655, -0.63820, -0.05072], [-2.49474, -1.79739, -1.34077], [-3.66439, -2.52855, -0.83143], [-3.18107, -3.70647, -0.11157], [-2.28920, -3.36622, 0.99705], [-1.15807, -2.61148, 0.44584], [-1.58563, -1.39146, -0.26531], [-2.33446, -0.55412, 0.68668], [-3.49453, -1.26275, 1.24100], [-4.35203, -1.66487, 0.13084], [-3.01200, -2.47025, 1.91055], [-2.82901, -0.90802, -1.87773], [-1.95832, -2.43280, -2.04492], [-2.63993, -4.34751, -0.81361], [-4.04098, -4.25811, 0.28255], [-0.62033, -3.24916, -0.26368], [-0.49927, -2.30993, 1.26638], [-2.68139, 0.33823, 0.16053], [-1.66870, -0.24167, 1.48969], [-4.70010, -0.76909, -0.39003], [-5.21923, -2.20315, 0.52808], [-3.86829, -3.01254, 2.32454], [-2.34677, -2.17943, 2.72522], [-1.47596, 5.15448, -1.70540], [-1.36236, 3.30353, -2.07595], [-3.14095, 2.65167, -2.02504], [-0.74176, 3.07242, -3.83137], [-0.48664, 2.26569, -0.78009], [-2.22875, 5.60370, -2.35997], [-0.52844, 5.66685, -1.87937], [-1.77143, 5.33888, -0.67031], [-3.76660, 3.14987, -2.77087], [-3.59333, 2.79833, -1.04140], [-3.15107, 1.58184, -2.24737], [-1.57310, 3.13902, -4.53881], [-0.27210, 2.09293, -3.94126], [0.01621, 3.80905, -4.09919], [-0.51091, 1.26939, -1.25473], [-1.16426, 2.19423, 0.08150]], "mulliken_charge": [1.777, -1.960, 2.194, 1.259, -0.911, -0.213, -1.280, 0.933, -0.542, -0.862, -0.535, -0.679, -0.417, -0.599, -0.636, -1.159, -0.541, -0.853, 0.268, 0.146, 0.294, 0.473, 0.322, 0.354, 0.356, 0.398, 0.350, 0.454, 0.385, 0.293, 0.339, -0.522, -0.105, -0.170, -0.917, -0.195, -0.764, 0.231, -0.430, 0.542, 0.390, 0.341, 0.407, -1.042, 0.127, -0.218, 0.250, -0.137, 0.065, -0.446, 0.308, 0.264, 0.322, 0.410, 0.006, 0.319, -0.291, 0.230, 0.136, 0.034, -0.799, 0.046, -0.680, 1.288, 0.973, 0.211, -0.755, -0.509, -0.346, -0.311, 0.379, 0.358, -0.167, 0.558, 0.039, -1.425, 0.395, 0.350, 0.361, 0.110, -1.241, 0.427, -1.146, -0.936, -0.089, 0.341, 0.337, 0.325, 0.402, 0.289, 0.159, 0.368, 0.163, 0.306, -0.672, 0.340], "multiplicity": 2, "relative_energy_kcal_mol": 16.1, "energy_ev": -84365.45107, "total_charge": -2}

no.,M (g mol⁻¹)
1,778.73
2,795.65